1.
9
Properties=species:S:1:pos:R:3:forces:R:3:mulliken_charge:R:1 method="wB97M-V/def2-TZVPD" energy_ha=-1135.9749 total_charge=0 homo_ev="-9.20 / -7.99"
H 1.52424 0.26683 0.16951 0.27 0.10 0.36 0.465
H 0.05687 0.46818 -2.06355 0.02 0.59 0.11 0.233
S 0.29724 -0.82810 1.98776 1.84 -0.99 -0.04 -0.100
C 0.80078 0.42544 0.95170 -1.44 1.16 -0.74 -0.350
C -0.38526 -0.24384 -1.37817 0.44 -1.73 -0.97 0.161
F 0.03175 -1.49651 -1.78393 0.14 0.91 0.83 -0.226
H -0.87439 -0.40527 2.31116 -1.49 0.76 0.24 0.142
F -1.70305 -0.28436 -1.42619 -0.38 0.53 0.47 -0.188
Cl 0.25183 2.09762 1.23171 0.60 -1.32 -0.27 -0.137

=====

2.
5
Properties=species:S:1:pos:R:3:forces:R:3:mulliken_charge:R:1 method="wB97M-V/def2-TZVPD" energy_ha=-678.2502 total_charge=0 homo_ev=-9.47 smiles=C#P.I
C -0.84871 -0.63312 1.05033 -4.04 1.82 -2.16 -0.254
I 1.74310 0.30620 -1.11548 0.47 -0.70 -0.08 -0.105
H 1.31765 1.80255 -1.31852 -0.24 0.75 -0.07 0.102
H -0.12739 -1.31653 1.14647 2.95 -1.96 1.18 0.389
P -2.08465 -0.15910 0.23720 0.86 0.10 1.12 -0.132

=====

3.
70
Properties=species:S:1:pos:R:3:forces:R:3:lowdin_spin:R:1 method="wB97M-V/def2-TZVPD" multiplicity=3 energy_ha=-2419.2404 total_charge=0 s2=2.0625 homo_ev="-5.94 / -6.56"
C 0.06712 -0.56807 5.48241 0.02 -0.41 3.46 0.030
C 1.18038 0.52587 -2.48756 0.80 -0.11 -1.23 0.034
H -1.38275 -4.43871 2.25833 0.63 0.21 0.06 0.001
C 1.32401 3.15950 0.40916 0.03 0.26 0.24 0.004
H -3.29640 -2.75635 -1.48516 0.11 0.31 0.01 0.000
C -1.17105 4.78676 0.74040 0.19 0.02 -0.15 0.000
C 2.48637 -4.30369 2.41071 -0.05 0.16 0.08 -0.003
C -0.05234 2.69413 -0.09996 -0.23 0.49 -0.53 0.079
C 1.78241 -3.10063 2.52687 -0.83 -1.07 -0.08 0.047
Cl 2.00055 0.60306 2.94125 0.50 0.35 -0.27 0.049
C -1.82028 -1.24866 -0.92430 -0.23 -0.20 -0.13 0.005
H -2.20571 2.91764 0.40244 0.48 0.02 0.13 0.000
C -0.45154 -1.93604 2.71690 -0.26 -0.56 0.31 0.276
C -3.69671 0.66114 -2.21905 -0.21 -0.10 0.20 0.009
H 2.41993 0.36784 -4.27365 0.03 -0.20 0.36 0.002
C 1.29981 0.17246 -1.02090 0.35 -0.52 0.10 0.069
C 2.49318 0.14250 -3.19599 0.22 -0.18 0.10 0.011
H -1.18848 -1.50558 -1.79295 -0.16 0.10 0.34 0.000
H -0.04955 -6.51791 2.11780 -0.13 0.13 -0.07 -0.001
H -4.94499 -1.09242 -2.49613 0.36 0.01 -0.10 0.000
H -1.46239 -1.78991 -0.03382 0.05 0.13 -0.35 0.005
H 2.97748 -2.85549 -1.39458 -0.13 0.32 0.01 0.000
C 1.51378 -1.34851 -0.79750 0.01 -0.05 0.05 0.007
H 0.34756 -0.02097 -2.95399 0.12 0.12 0.15 0.000
Cl -2.01731 0.81275 3.20722 -0.85 0.64 0.06 0.059
H -4.35052 1.00464 -1.40209 0.13 -0.11 -0.07 0.000
C -3.87214 -0.86448 -2.39970 0.13 0.27 -0.07 0.000
H 1.47461 2.77619 1.42646 0.01 0.05 -0.19 0.000
H -2.44718 0.45218 0.20742 0.63 0.17 -0.32 0.007
H 2.32950 5.04759 0.81865 -0.26 -0.17 -0.20 0.000
H 2.30157 -2.17119 2.66118 0.19 0.29 0.05 0.005
H -0.17524 3.08551 -1.12984 0.00 -0.06 0.16 0.020
H -1.51381 -2.19155 2.45724 0.67 0.81 0.13 0.015
H 2.43001 -6.45357 2.24052 -0.14 0.18 -0.06 0.003
C 1.85202 -5.53287 2.27295 -0.62 0.42 0.01 0.048
C 1.37997 4.69387 0.38718 -0.31 0.19 0.00 0.000
C -1.76878 0.27225 -0.66022 -0.41 -0.38 0.07 0.069
C -1.21494 3.25411 0.76068 0.17 0.03 0.23 0.006
H 1.02171 1.60165 -2.64542 -0.14 -0.17 0.07 0.002
C -0.28135 -4.38366 2.29901 0.09 0.51 0.04 0.039
H 3.67301 -1.30730 -0.92973 -0.16 -0.04 -0.09 0.000
C 0.20071 5.35915 1.13854 0.20 -0.12 -0.02 0.000
H 1.55332 -1.55379 0.28628 -0.12 0.00 -0.44 0.003
H 0.34929 5.24704 2.22640 -0.06 -0.07 -0.33 0.000
H 2.19017 -1.97356 -3.53379 0.19 0.11 0.14 0.000
C 0.44161 -5.55461 2.20527 0.85 -0.15 0.09 -0.003
H 0.21507 6.44010 0.93165 -0.01 -0.28 0.11 0.000
C 0.36966 -3.11777 2.50147 -0.17 -0.78 0.07 0.035
P -0.13447 0.90461 -0.23849 0.14 -0.69 2.27 0.562
H -1.41866 5.10466 -0.28356 0.03 0.11 0.16 0.001
H -1.94168 5.19383 1.40756 0.10 -0.13 -0.19 0.000
C 2.83380 -1.76756 -1.47388 0.00 0.32 -0.06 0.000
H 2.14534 2.77632 -0.21641 -0.30 0.01 0.17 0.000
H -1.10045 2.87802 1.78721 -0.07 0.07 -0.25 0.001
H 3.89380 -1.50673 -3.35544 -0.33 -0.04 0.06 0.000
H 2.20955 0.64602 -0.60191 -0.59 0.12 0.00 0.001
O 0.13673 -0.63173 6.66492 -0.04 -0.03 -2.39 0.033
H -3.88583 -1.56952 -0.34239 0.12 0.10 -0.12 0.000
C -2.25005 1.06500 -1.86450 -1.07 0.16 -0.73 0.028
H -4.03934 1.21305 -3.11181 0.21 -0.31 0.23 0.001
H 3.28743 0.79479 -2.79881 -0.13 -0.14 -0.07 0.000
H 3.56236 -4.27176 2.46610 0.24 -0.01 -0.01 -0.001
H -1.60061 0.87652 -2.73001 -0.07 0.08 0.15 0.000
C -3.26876 -1.68284 -1.24569 0.02 0.26 0.16 0.000
H -2.25698 2.14454 -1.66506 0.19 -0.20 -0.07 0.001
Mo -0.03785 -0.24175 3.64299 -0.15 -0.67 -1.93 0.441
H 1.35741 5.00751 -0.67122 0.04 0.04 0.28 0.001
C 2.88243 -1.33892 -2.95485 -0.16 0.16 -0.20 0.000
H 0.68594 -1.92911 -1.23688 0.33 0.23 0.26 0.000
H -3.37149 -1.15559 -3.33597 -0.18 -0.02 0.12 0.000

=====

4.
36
Properties=species:S:1:pos:R:3:forces:R:3:mulliken_charge:R:1 method="wB97M-V/def2-TZVPD" energy_ha=-4400.7968 total_charge=0 homo_ev=-8.34 smiles="COc1cc(OC)c(NS(=O)(=O)c2cc(Br)cnc2N)cc1Cl"
H 1.00431 -4.10835 2.48498 0.07 0.00 -0.08 0.251
C 2.31858 -0.49657 -1.14091 -0.18 0.30 0.02 0.238
C 2.08107 -1.50491 -0.20992 0.11 -0.26 0.02 -0.397
Br -3.50603 5.14299 1.87748 0.02 -0.05 -0.06 -0.191
H 2.59820 -2.44453 -0.30429 0.06 -0.09 0.00 0.551
N -2.61772 2.77710 -1.35805 0.11 -0.27 -0.41 -0.682
H -3.13540 4.72283 -1.06511 -0.04 0.13 0.07 0.433
H -2.83329 2.25566 2.45067 -0.02 0.10 0.13 0.512
H 4.52798 -2.02877 -1.54157 -0.03 0.00 -0.02 0.342
H 1.15727 -4.01221 0.71470 0.01 0.03 0.02 0.381
C 1.42843 -3.53661 1.66152 0.09 -0.25 0.03 -0.957
C 1.63809 0.71719 -1.00179 0.07 -0.20 -0.04 0.202
H 0.23241 1.85773 0.12781 -0.04 0.13 0.01 0.720
C 3.87050 -1.80222 -2.38676 0.12 -0.22 -0.03 -0.886
C -2.42262 1.37475 0.56387 0.17 -0.67 0.05 0.081
H 4.47450 -1.64305 -3.27829 -0.03 -0.06 0.07 0.243
C -2.35353 1.57418 -0.83166 -0.05 0.07 0.15 0.400
H 3.18832 -2.64085 -2.55784 0.02 0.03 0.02 0.348
C 0.73952 0.91266 0.02977 0.38 -0.30 0.03 -0.338
O 3.16967 -0.59784 -2.18902 -0.24 0.22 0.21 -0.481
H -0.34539 -0.52585 2.72896 -0.17 -0.09 0.19 0.497
N -1.99770 0.59621 -1.67460 0.05 -0.26 -0.30 -0.215
C -2.93911 3.78017 -0.57261 -0.04 0.00 0.31 -0.136
C -3.03122 3.65618 0.80755 0.00 -0.13 0.36 -0.327
C 0.49175 -0.09887 0.94081 0.59 -0.16 -0.46 -0.620
H -2.03119 0.78629 -2.66042 0.00 0.02 0.04 0.236
N -0.49461 0.08061 1.93202 -0.91 -0.04 0.01 -0.276
O 0.86623 -2.24926 1.76720 -0.08 0.37 -0.10 -0.443
O -2.90069 -0.36035 2.48489 0.07 0.19 0.24 -0.715
H 2.51792 -3.50830 1.76402 -0.05 0.01 -0.02 0.358
S -2.06002 -0.18497 1.34300 0.19 0.11 0.07 1.357
Cl 1.91699 1.97392 -2.14391 0.00 0.23 -0.15 -0.223
C 1.16932 -1.32146 0.82162 -0.15 0.34 -0.03 0.554
H -1.91287 -0.34345 -1.31043 0.01 0.09 -0.26 0.252
O -2.04126 -1.22211 0.33953 0.03 0.21 0.07 -0.732
C -2.76840 2.42206 1.38678 -0.15 0.48 -0.16 -0.340

=====

5.
91
Properties=species:S:1:pos:R:3:forces:R:3:mulliken_charge:R:1 method="wB97M-V/def2-TZVPD" energy_ha=-1993.2150 total_charge=0 homo_ev=-8.59 smiles="COC[C@H](C)N.COC[C@H](C)N.COC[C@H](C)N.NC(N)=O.NC(N)=O.NC(N)=O.NC(N)=O.NC(N)=O"
H -2.98308 2.62707 -3.29894 0.58 0.32 -0.29 -0.046
H -1.23269 -3.80406 -0.88491 0.19 0.34 0.75 0.185
N 1.97154 -3.08915 4.24822 1.37 -1.92 0.62 -0.782
H 0.09661 5.79268 -0.89566 -0.34 -0.78 0.00 0.201
H -1.06747 -1.37502 7.42307 -0.61 0.23 0.02 0.332
C -5.18284 1.27907 -1.87882 -1.27 -1.26 0.20 0.496
H -1.37128 1.82686 -5.82125 -0.27 0.74 -0.69 0.500
H -3.64129 2.86333 -4.92936 -0.20 0.55 0.04 0.516
H -2.97257 1.72772 2.19002 -0.67 0.28 -1.08 0.109
N -0.43768 -0.48141 0.03049 -1.98 -1.22 4.80 0.276
H -1.20557 -0.28474 0.65640 0.02 0.22 -0.04 -0.084
H -4.39798 -0.55190 -1.96277 0.09 0.26 -0.07 0.200
H -1.47117 -0.60430 3.48526 -0.33 0.37 0.28 -0.010
H -1.78333 -5.10794 0.09124 -0.20 0.24 -0.59 0.135
N -4.85623 2.46785 -1.50033 1.53 4.24 1.07 -0.213
H -0.62767 2.54566 -3.17001 -0.05 -0.64 0.09 0.159
H 0.29668 6.20670 -5.02757 0.27 -0.10 -0.04 0.355
O 5.34225 -4.25030 -1.03305 0.09 2.13 -0.91 -0.348
H 3.41729 -0.72578 0.34494 -0.26 -0.05 -0.83 0.126
H 4.60625 -1.81502 -2.87192 0.87 0.30 -0.16 0.250
H 4.88815 -0.67152 1.09399 0.65 0.08 0.15 0.407
C 0.12170 -1.92521 5.29101 1.54 -0.56 -1.36 -1.097
C -0.54408 0.02596 -1.17022 0.75 -0.97 5.10 0.455
N 4.15287 -1.59590 -1.99640 0.62 -0.89 -1.09 -0.610
H -0.53752 -5.98300 1.37914 0.69 -0.34 1.02 0.139
C -1.22313 4.40032 -0.09050 -1.92 -1.85 -0.33 0.642
C -2.85769 2.37325 -4.35154 -1.55 0.18 -1.63 -1.032
H -1.31230 6.70655 -4.61788 -0.51 -0.25 -0.23 0.334
H -0.15651 6.60982 -3.37685 0.15 -0.56 0.35 0.188
O -0.56849 -0.71273 5.49582 -0.29 -0.44 1.40 -0.222
H -0.37694 5.81226 0.71803 0.04 1.08 -0.10 0.277
N -0.10738 -5.14012 1.73220 -0.37 -1.99 1.41 -0.412
C -0.97192 3.99488 -5.30412 -2.12 -1.20 1.00 -1.029
C -1.48167 2.52611 -4.99242 0.61 -0.13 2.28 0.135
N -1.18610 -4.29924 -0.00587 -3.99 -2.34 -2.76 -0.420
C 1.87173 -0.85502 3.71203 -0.59 1.32 -0.26 -1.311
H 1.17346 -0.88703 -1.45099 -0.12 0.19 -0.41 0.026
C 1.62125 -1.85508 4.82646 -1.98 3.10 -0.02 0.737
H -0.34418 -2.48372 4.47915 -0.44 0.12 -0.19 0.283
H -3.18956 0.65516 -1.71856 0.00 0.20 0.16 0.084
H 1.48202 0.15598 3.83083 -0.12 0.06 0.39 0.385
H 1.38111 -1.24863 2.82182 0.01 0.11 -0.26 0.135
O -1.27849 0.89680 -1.42435 -5.41 4.43 -2.17 -0.602
H 0.51698 0.03077 -2.78941 0.55 -0.05 0.21 0.219
H 5.42016 -3.23129 0.79022 0.37 -0.22 0.18 0.400
N -0.59150 5.49807 -0.21757 3.12 7.10 3.70 -0.442
H 0.19873 -2.65220 6.09951 -0.73 0.33 0.64 0.439
H -1.80631 1.08663 3.30618 0.23 -0.57 0.04 0.146
N -2.03857 0.12898 3.08469 3.38 -0.97 2.90 -0.176
H 2.96506 -2.91919 4.31248 0.72 -1.39 -0.50 0.321
H 0.58379 -5.05463 2.46368 -0.34 -0.37 -0.07 0.232
H 6.07035 -1.62451 -0.98717 -0.08 -0.41 -0.33 0.313
O 0.24482 -3.07717 1.00059 2.31 3.09 1.32 -0.569
C -0.48335 6.08699 -4.27569 0.14 0.98 -0.59 -0.852
H 4.74101 0.29112 -0.37972 -0.30 -0.17 -0.04 0.393
H 1.77958 -3.02529 3.25869 -0.25 -0.20 -0.28 0.235
N -0.61318 1.94320 -3.98052 2.29 0.47 -0.35 -0.601
O -3.39508 -1.34528 2.12139 -0.76 -0.90 -0.85 -0.688
C 5.01989 -1.84865 -0.80170 -2.91 1.09 0.78 0.226
H -1.84553 4.43976 -5.78055 0.28 0.36 -0.63 0.376
H -0.80265 0.98162 -3.73645 -0.67 0.52 -0.02 0.245
H 3.99872 -5.75490 -0.53669 -0.53 0.00 -0.92 0.266
H -0.56717 4.20516 -1.96526 -0.18 -0.23 0.08 0.144
N -4.16458 0.42359 -1.84431 0.71 -2.67 -0.54 -0.058
N -1.13670 3.81682 -1.22707 -0.30 -4.82 -4.64 0.017
O -1.90492 3.99719 0.82211 -0.24 -0.21 2.06 -0.688
H 3.42062 -2.28236 -2.10903 -0.48 -0.30 0.92 0.227
H -1.19939 0.44882 7.17409 -0.02 -0.26 -0.27 0.224
H -1.15169 2.80937 -1.15693 -0.40 -0.35 -0.52 0.002
C 5.05782 -5.50898 -0.61378 -0.28 -1.23 2.11 -0.754
H 5.62599 -6.28609 -1.12503 -0.10 0.29 -0.18 0.272
N 0.45055 -0.29608 -1.83607 6.20 -2.39 -6.49 -0.131
H 2.29080 -1.58682 5.64368 -0.12 -0.33 0.37 0.442
H -5.59893 3.15226 -1.50883 0.53 0.05 -0.01 0.178
C -3.03771 -0.19789 2.27705 1.17 -2.05 1.37 0.444
H -4.13491 0.99851 1.07832 0.08 0.16 0.21 0.144
H 0.37338 -0.45750 7.21686 -0.01 0.58 0.80 0.326
H 0.06169 -1.29118 0.36962 0.13 -0.31 -0.71 0.112
N -3.39123 0.91705 1.75685 -3.21 3.79 -3.14 -0.211
C 4.84064 -3.25189 -0.13273 1.00 0.58 -0.99 -0.433
H -3.18261 1.33856 -4.46078 0.34 -0.28 0.26 0.427
C 4.47386 -0.65752 0.08589 1.04 -1.15 1.23 -1.192
C -0.67988 -0.47964 6.93710 1.45 -0.62 -1.20 -0.831
H 2.93500 -0.73312 3.50540 0.13 -0.23 -0.02 0.415
O -6.35312 1.04768 -2.09704 -1.27 -1.46 -0.77 -0.748
H -3.87684 2.69326 -1.39989 -0.32 0.61 0.27 0.073
H 3.84097 -3.55239 0.18105 -0.54 0.55 -0.31 0.143
O -0.80728 4.74904 -4.06126 0.43 -1.27 -0.71 -0.248
C -0.37024 -4.10605 0.97561 1.96 1.37 -0.83 0.571
H 5.27776 -5.52742 0.45364 0.71 -0.63 0.44 0.341
H -0.11053 3.91642 -5.96740 0.30 0.50 0.37 0.459

=====

6.
63
Properties=species:S:1:pos:R:3:forces:R:3:mulliken_charge:R:1 method="wB97M-V/def2-TZVPD" energy_ha=-1707.6431 total_charge=0 homo_ev=-7.28
H 3.47147 -3.73265 1.12121 0.21 -0.44 -0.54 0.306
H -1.36872 -2.45225 -1.56485 -0.27 0.40 0.05 0.326
H 2.38576 -5.26092 2.42817 -0.56 0.08 -0.46 0.250
C -0.75538 3.16040 -2.08790 1.17 -0.60 -0.95 -1.682
H 2.15547 -2.43497 2.46890 -0.21 -0.30 0.12 0.462
H -0.35320 -5.21802 1.64004 0.52 0.53 -0.13 0.364
H -0.41690 -1.80360 -4.12718 0.20 0.36 0.29 0.467
C -2.74944 -1.37750 1.21374 0.50 -0.39 0.79 -2.034
H -3.64616 -1.67090 -0.98100 -0.19 0.32 -0.17 0.564
H 3.51063 -5.26364 0.07199 0.10 0.68 0.70 0.387
H -2.35359 -2.36785 0.95220 -0.07 0.45 0.02 0.471
P -0.42737 -0.23250 -2.17892 0.13 -3.13 -3.64 1.211
C 1.85925 -5.11875 1.45426 0.59 -0.71 -0.32 -0.783
H 1.45664 7.37646 1.62005 -0.12 -0.54 0.08 0.347
H -2.61629 1.58857 1.78105 -0.08 0.14 -0.42 0.297
H 1.02918 -0.71902 0.30225 0.52 -0.58 -0.37 -0.792
H 1.74931 -6.12562 1.02501 -0.33 0.12 0.42 0.400
H -4.09272 0.70565 1.36784 -0.13 0.19 -0.05 0.487
H -0.07716 3.91473 -1.63518 -0.22 -0.67 0.17 0.372
C 0.39826 5.48241 1.37442 0.09 -0.27 -0.02 -0.259
H -1.78452 0.12183 -4.19203 0.20 0.23 0.17 0.428
H 3.46010 3.84046 3.10017 -0.44 0.21 0.08 0.332
H -1.93416 1.50880 -2.98111 0.50 -0.45 -1.07 0.404
H -2.54858 -1.14473 2.26867 0.05 -0.21 -0.26 0.461
C 1.28179 -2.12092 1.89355 0.04 0.57 -0.18 -1.039
O -1.38615 3.14352 0.02844 0.96 0.20 3.64 -0.733
H 0.78546 -1.31168 2.46791 0.61 -0.18 -0.25 0.361
C 0.23274 -3.18635 1.76754 0.52 -1.21 0.00 -0.045
H 0.98457 -0.74808 -4.21203 0.14 -0.11 0.28 0.390
C 2.56663 5.70640 2.43857 -0.32 -0.36 -0.38 -0.307
H -0.43849 5.95061 0.86560 0.09 -0.20 -0.16 0.408
C -0.41506 3.02212 0.87721 -1.32 -1.02 -0.37 1.083
H 3.41668 6.33660 2.72155 -0.27 -0.37 -0.11 0.358
H -3.47934 -0.19232 -1.97715 0.04 -0.21 -0.18 0.416
C -1.25486 0.77918 -3.48385 -0.51 -0.18 0.03 -1.632
C -3.22278 1.21158 0.94585 -1.08 0.06 0.02 -1.516
C 2.35678 -3.70021 -0.68130 -0.32 2.33 1.06 -0.540
H 1.43960 2.46938 2.62881 0.06 0.62 -0.48 0.361
C 1.46276 6.29451 1.80470 0.03 -0.50 0.27 -0.527
H -2.06863 -1.88706 -3.08796 0.11 0.26 0.37 0.675
H -0.31921 3.05592 -3.09389 -0.37 0.04 -0.08 0.341
H -0.39632 1.28792 -3.96153 -0.87 0.01 0.14 0.375
Be -1.04820 1.50292 -0.94978 2.02 4.46 1.03 -0.013
C 2.56974 4.31397 2.67329 -0.26 0.52 0.20 -0.598
C 0.37837 -1.34398 -3.52023 0.61 0.29 -0.08 -1.343
C 1.78923 -1.49473 0.55929 0.30 0.83 0.97 0.354
H -1.70111 3.72143 -2.15883 0.07 -0.41 -0.22 0.353
C -2.94930 -0.91274 -1.34703 -0.55 0.45 0.45 -1.403
H 2.68601 -0.89182 0.79892 -0.29 -0.05 0.04 0.349
C 2.89756 -4.43960 0.50009 -0.57 -0.32 0.43 -0.764
C 1.45873 3.52828 2.34259 0.76 0.62 0.04 -0.235
O 0.01432 1.85459 1.11673 -0.37 -0.40 -1.00 -0.594
P -2.17901 0.00576 0.10991 -2.25 -1.30 0.14 1.886
C 0.49236 -4.50203 1.61124 -0.64 0.72 0.28 -0.562
H 2.00035 -1.80051 -1.53998 -0.23 -0.39 0.01 1.046
H -3.53585 2.01501 0.27848 0.15 0.11 0.33 0.436
C -1.78640 -1.56310 -2.07537 0.45 0.61 0.62 -0.870
C 2.10486 -2.36753 -0.61657 -0.68 -0.95 -0.63 -0.790
H 2.16541 -4.21828 -1.59360 0.49 -0.26 -0.73 0.415
H -3.84957 -1.39129 1.05952 0.76 0.10 0.13 0.551
H -0.78607 -2.82226 1.89588 0.28 -0.45 -0.04 0.342
H 0.97119 -2.17008 -3.11155 -0.09 0.35 -0.04 0.298
C 0.40931 4.08849 1.58320 0.35 0.30 -0.06 -0.070